{
  "formula": "C23H34BBrN2O12P2",
  "method": "ωB97M-V with the def2-TZVPD basis set",
  "smiles": "CC(=O)NCCCCC1=C(P(O)O)C(=O)c2c(O)c(B(N)O)c(P(O)Br)c(COC(C)=O)c2C1=O.COCCOC",
  "e_lumo_ev": -1.268,
  "homo_lumo_gap_ev": 7.861,
  "homo_ev": -9.13,
  "mol_weight_g_mol": 683.2,
  "energy_ev": -141251.448,
  "relative_energy_ev": 0.319,
  "charge": 0,
  "species": ["Br", "P", "P", "O", "O", "O", "O", "O", "O", "O", "O", "O", "O", "O", "O", "N", "N", "C", "C", "C", "C", "C", "C", "C", "C", "C", "C", "C", "C", "C", "C", "C", "C", "C", "C", "C", "C", "C", "C", "C", "B", "H", "H", "H", "H", "H", "H", "H", "H", "H", "H", "H", "H", "H", "H", "H", "H", "H", "H", "H", "H", "H", "H", "H", "H", "H", "H", "H", "H", "H", "H", "H", "H", "H", "H"],
  "positions_angstrom": [[4.53, -3.62, -1.34], [2.30, -3.84, -1.45], [-2.13, 2.89, 1.21], [1.62, -3.55, 5.89], [1.90, -4.50, 0.00], [-3.35, 4.98, -5.46], [-0.78, -0.12, -2.98], [5.04, -0.54, 2.73], [-0.58, 2.34, -1.69], [-3.14, 1.58, 1.21], [0.68, -2.36, -4.63], [4.27, -1.02, 0.67], [2.60, 1.13, 1.69], [-2.69, 3.55, -0.15], [-3.31, 2.20, -4.47], [-0.69, -3.66, -3.08], [-0.21, -2.70, 4.76], [0.51, -3.11, 5.93], [-3.42, 4.62, -4.09], [0.32, 1.64, 1.59], [0.40, 0.36, -0.92], [1.55, 0.91, 1.16], [-2.72, 3.31, -3.80], [-0.19, -2.96, 7.25], [0.50, -0.33, 4.47], [6.35, -2.00, 1.41], [-0.29, 1.66, -0.73], [5.18, -1.12, 1.70], [-0.59, 2.02, 0.68], [0.21, 1.85, 3.06], [0.71, -1.72, -2.11], [-2.67, 1.86, -5.68], [1.35, -0.06, 0.03], [2.01, -1.29, -0.06], [0.10, -0.45, -2.00], [1.65, -2.14, -1.16], [3.04, -1.68, 0.98], [0.57, -1.76, 3.93], [-4.50, 4.63, -6.20], [-0.47, 0.59, 3.70], [0.23, -2.61, -3.35], [-0.89, -0.01, 2.89], [-0.11, -3.90, 7.78], [0.12, -0.40, 5.49], [7.18, -1.69, 2.03], [-0.01, -1.90, -5.13], [1.49, 0.09, 4.50], [-0.42, 2.70, 3.27], [-4.87, 3.64, -5.93], [-1.17, 0.75, -2.79], [6.08, -3.03, 1.64], [-4.46, 4.57, -3.76], [-1.31, 0.89, 4.31], [1.33, -3.91, 0.51], [-1.66, 3.37, -4.06], [2.71, -1.30, 1.94], [-1.78, 1.25, -5.49], [-5.29, 5.36, -6.05], [-3.38, 1.27, -6.27], [-2.97, 1.03, 1.98], [-1.25, -2.73, 7.13], [-1.12, -3.61, -2.17], [-2.92, 5.40, -3.52], [-4.22, 4.62, -7.26], [0.31, -2.17, 7.81], [-0.44, -3.53, 4.23], [1.61, -2.08, 3.91], [-2.78, 3.11, -2.73], [3.18, -2.76, 1.00], [1.19, 1.97, 3.49], [-1.39, -3.82, -3.80], [-2.39, 2.74, -6.25], [6.62, -1.94, 0.36], [0.21, -1.84, 2.90], [-3.12, 2.87, -0.69]]
}

---

{
  "formula": "C9H39N4O6",
  "method": "ωB97M-V with the def2-TZVPD basis set",
  "e_lumo_ev": [0.289, -0.071],
  "homo_lumo_gap_ev": [4.464, 8.550],
  "multiplicity": 2,
  "homo_ev": [-4.18, -8.62],
  "mol_weight_g_mol": 299.4,
  "energy_ev": -28205.074,
  "charge": 0,
  "species": ["O", "O", "O", "O", "O", "O", "N", "N", "N", "N", "C", "C", "C", "C", "C", "C", "C", "C", "C", "H", "H", "H", "H", "H", "H", "H", "H", "H", "H", "H", "H", "H", "H", "H", "H", "H", "H", "H", "H", "H", "H", "H", "H", "H", "H", "H", "H", "H", "H", "H", "H", "H", "H", "H", "H", "H", "H", "H"],
  "positions_angstrom": [[2.43, -0.57, -1.00], [1.64, 1.15, 1.43], [0.30, 4.25, 3.48], [1.11, 3.75, 0.36], [-2.05, -3.25, -0.16], [-1.26, 2.37, 0.74], [-2.01, 1.88, 3.46], [0.29, -0.98, -2.71], [-2.58, 4.92, 1.25], [1.42, -2.37, 0.82], [2.58, -0.62, -2.44], [0.58, -4.56, 0.72], [0.37, -3.15, 0.22], [3.65, -0.44, -0.24], [1.55, -1.54, -3.13], [1.52, -1.30, -4.64], [-1.01, -2.55, 0.56], [-3.25, -2.58, -0.48], [-1.69, 1.31, -0.15], [-0.52, -1.48, -3.05], [3.68, 0.59, 0.11], [-0.57, 4.51, 3.76], [-0.89, 0.63, -0.46], [-2.75, 1.22, 3.63], [-2.66, 4.81, 2.25], [-2.29, 1.59, -1.02], [0.44, -3.09, -0.86], [-3.38, 5.24, 0.72], [0.55, -4.56, 1.81], [1.68, -2.59, -2.87], [4.55, -0.62, -0.82], [0.74, 1.46, 1.40], [-1.93, 5.69, 1.13], [0.31, -0.89, -1.70], [-3.10, -1.66, -1.03], [2.75, 0.36, -2.89], [2.48, -1.45, -5.15], [3.63, -1.06, 0.66], [-2.40, 0.68, 0.39], [-0.11, -5.32, 0.36], [1.78, 3.07, 0.28], [-3.82, -2.38, 0.43], [1.22, -0.30, -4.94], [3.53, -1.06, -2.75], [1.55, -4.91, 0.37], [-1.85, 2.05, 2.48], [-3.87, -3.19, -1.13], [-1.14, 1.63, 3.92], [0.26, 4.24, 2.53], [0.96, -2.08, 1.67], [-0.97, -1.53, 0.18], [0.75, -1.89, -5.15], [1.63, 0.32, 0.95], [-2.20, 2.77, 3.89], [1.51, -1.55, 0.25], [-1.12, -2.33, 1.62], [0.30, 3.31, 0.13], [-2.35, 4.02, 0.85]]
}

---

{
  "formula": "C33H53N4O2P2Pt",
  "method": "ωB97M-V with the def2-TZVPD basis set",
  "e_lumo_ev": [-9.370, -13.024],
  "homo_lumo_gap_ev": [4.733, 4.031],
  "multiplicity": 5,
  "homo_ev": [-14.10, -17.05],
  "mol_weight_g_mol": 794.8,
  "energy_ev": -66932.785,
  "charge": 3,
  "species": ["Pt", "P", "P", "O", "O", "N", "N", "N", "N", "C", "C", "C", "C", "C", "C", "C", "C", "C", "C", "C", "C", "C", "C", "C", "C", "C", "C", "C", "C", "C", "C", "C", "C", "C", "C", "C", "C", "C", "C", "C", "C", "C", "H", "H", "H", "H", "H", "H", "H", "H", "H", "H", "H", "H", "H", "H", "H", "H", "H", "H", "H", "H", "H", "H", "H", "H", "H", "H", "H", "H", "H", "H", "H", "H", "H", "H", "H", "H", "H", "H", "H", "H", "H", "H", "H", "H", "H", "H", "H", "H", "H", "H", "H", "H", "H"],
  "positions_angstrom": [[-0.77, -0.37, 0.00], [-0.42, 2.00, 0.76], [-0.19, -2.58, -0.40], [-3.74, -0.66, -0.46], [-0.74, -0.85, 2.51], [-0.38, 0.71, -1.87], [-2.81, 0.00, 3.07], [-1.56, -1.30, 4.56], [1.46, -0.31, 0.31], [0.35, 2.00, -4.16], [4.19, -0.17, 0.39], [2.06, 0.87, 0.08], [-2.09, 4.32, 1.00], [-1.04, 2.68, 3.40], [0.19, 2.59, 2.46], [0.57, 1.55, -1.75], [3.55, -1.38, 0.63], [1.06, -4.16, -2.39], [-1.44, 3.40, -0.05], [-0.92, -2.80, -3.07], [-0.43, -5.38, 0.06], [1.16, 2.11, -3.03], [-2.53, -4.11, -0.54], [3.44, 0.97, 0.11], [-2.59, -0.58, -0.26], [2.44, 2.68, -3.13], [1.39, -2.75, 0.55], [-1.52, -3.90, 1.72], [2.86, 3.20, -4.35], [-1.68, -0.73, 3.34], [1.20, 1.58, 3.03], [0.75, 2.56, -5.38], [2.02, 3.16, -5.48], [2.16, -1.44, 0.52], [-0.63, 4.28, -1.01], [0.88, 3.96, 2.32], [-1.19, -4.05, 0.22], [-2.57, 2.76, -0.88], [1.13, 1.98, -0.36], [1.33, -1.71, -2.70], [0.35, -2.81, -2.20], [-0.38, -2.10, 4.87], [-2.46, -4.71, -1.45], [-2.20, -3.06, 1.92], [5.28, -0.12, 0.41], [-2.68, 5.07, 0.45], [-0.76, 2.33, 4.40], [-0.61, -2.75, -4.12], [0.40, -5.01, -2.21], [-2.33, -1.21, 5.22], [0.09, 2.53, -6.24], [-1.88, 2.06, 3.06], [0.82, -0.97, -3.32], [-1.39, 3.72, 3.50], [0.37, 4.72, 2.93], [2.36, 3.59, -6.43], [-2.77, 3.79, 1.67], [1.34, 1.79, 4.10], [3.85, 3.65, -4.43], [-0.74, -5.93, -0.84], [0.94, 4.33, 1.28], [-0.67, -6.03, 0.91], [-3.06, 3.57, -1.44], [2.17, 1.64, 2.53], [0.33, 4.62, -0.61], [-2.20, 2.03, -1.61], [-3.02, 0.24, 2.11], [-0.62, -3.79, 2.35], [-1.24, 5.18, -1.20], [-0.66, -3.13, 5.08], [-0.61, 1.49, -4.08], [2.15, -2.19, -3.27], [3.09, 2.71, -2.26], [-3.57, 0.02, 3.74], [-3.34, 2.28, -0.25], [0.66, -5.26, 0.06], [0.83, 0.54, 2.95], [1.82, -1.17, -1.88], [0.29, -2.07, 4.00], [0.14, -1.68, 5.73], [1.38, -4.21, -3.44], [-1.56, -1.93, -2.87], [-2.03, -4.81, 2.04], [-3.28, -4.60, 0.11], [1.17, -3.02, 1.59], [2.04, -3.55, 0.15], [-0.47, 3.79, -1.98], [1.65, 2.95, -0.38], [-1.34, 4.87, 1.59], [3.90, 1.94, -0.05], [-1.50, -3.73, -2.94], [4.08, -2.30, 0.84], [1.96, -4.25, -1.76], [1.90, 3.90, 2.71], [-2.93, -3.12, -0.79]]
}